Computed, not measured: 2 unconnected molecules or ions with the total composition C2H8S2 at a distorted geometry, with ωB97M-V with the def2-TZVPD basis set.

Bonds (Å) are listed after each position.
Element x y z (Å)
1 S 2.731 2.572 0.683  H6 1.374, H9 1.351
2 H -1.995 -1.788 0.019  C8 1.109
3 H 0.856 -1.409 0.056  C5 1.069
4 S -0.385 -0.127 1.438  C5 1.831, H7 1.313
5 C 0.010 -0.813 -0.213  H3 1.069, S4 1.831, C8 1.517, H11 1.112
6 H 1.580 3.011 0.075  S1 1.374
7 H -0.878 0.957 0.886  S4 1.313
8 C -1.309 -1.351 -0.735  H2 1.109, C5 1.517, H10 1.080, H12 1.082
9 H 1.902 1.787 1.405  S1 1.351
10 H -1.076 -2.160 -1.411  C8 1.080
11 H 0.420 -0.126 -0.987  C5 1.112
12 H -1.857 -0.553 -1.216  C8 1.082

Calculated values
Frontier orbital gap (eV): 9.9
Total charge: 0
Energy above the lowest of the compared OMol25 structures with the same formula, charge and spin (kJ/mol): 62.0
Structure (SMILES): CCS.S